# C12H4BF2NO9Sn

A structure of composition C12H4BF2NO9Sn in a non-equilibrium geometry (ωB97M-V with the def2-TZVPD basis set, the Open Molecules 2025 dataset).

```
30
Properties=species:S:1:pos:R:3
B 0.046 -1.755 -2.288
C 3.694 1.917 -0.078
H 5.455 3.121 -0.253
O 1.739 0.658 -0.026
F -0.208 -1.305 -3.473
C -2.024 -1.703 4.268
C -0.569 -1.466 2.404
C 3.828 3.912 -1.403
C 0.406 2.609 -1.735
O -3.335 0.275 3.671
N 4.616 5.040 -1.911
C -0.818 -2.316 3.581
H 4.128 1.188 0.593
C 2.523 3.783 -1.774
O 0.288 -1.660 1.429
O 5.773 5.121 -1.549
O 4.064 5.823 -2.660
O -1.369 0.483 1.385
O -0.176 -3.269 3.956
C 1.767 2.689 -1.321
C -2.417 -0.481 3.453
O -0.378 1.668 -1.530
O -2.583 -2.108 5.248
C 4.423 2.981 -0.541
C 2.356 1.720 -0.474
C -1.433 -0.419 2.361
H 2.082 4.524 -2.428
H 0.025 3.473 -2.294
Sn -0.078 -0.247 -0.284
F 0.035 -3.021 -2.048
```

Values from the calculation:
E_HOMO, eV: -8.74
Frontier orbital gap, eV: 6.29
Relative energy (zero: lowest compared OMol25 entry of this formula, charge and spin), eV: 0.916
Total energy, eV: -44367.3605